Formula: C3H3O9Tl
Source: the OMol25 dataset
Level of theory: ωB97M-V/def2-TZVPD

For the frontier orbital gap, the calculation gives 0.0426 hartree. The LUMO energy is -6.90 eV. The HOMO energy is -8.06 eV. The calculation puts the energy above the lowest of the compared OMol25 structures with the same formula, charge and spin at 4.2393 eV. The molar mass is 387.43 g mol⁻¹.

Each line ends with the natural charge from an NBO analysis.
Geometry (Å):
Tl  -0.41530  0.93080  1.40335  1.00
O  -1.54273  -6.38481  -0.37737  -0.67
C  -1.52870  -5.17556  0.13161  0.93
O  -1.33021  -5.05394  1.35595  -0.48
O  -1.82952  -4.21613  -0.54603  -0.54
H  -1.68286  -6.37951  -1.32707  0.50
O  -3.45294  8.24550  -1.06401  -0.66
C  -3.44688  7.33809  -0.10842  0.91
O  -2.62977  6.37513  -0.16186  -0.62
O  -4.21856  7.47675  0.84955  -0.52
H  -2.90521  7.72764  -1.65850  0.49
O  4.39640  -1.49662  -0.21075  -0.68
C  4.95180  -2.39136  0.56615  0.90
O  6.13144  -2.61578  0.41647  -0.56
O  4.30456  -2.86090  1.46883  -0.48
H  5.19841  -1.51925  -0.73787  0.49

Forces on atoms 1 to 2 (eV/Å):
0.012 -0.103 -0.050
0.488 -1.632 0.082